*P*
Computed, not measured: a 3-piece molecular cluster, C3H3FO3 overall, with wB97M-V/def2-TZVPD.

Output
Gap between HOMO and LUMO in eV: 9.5
HOMO energy in eV: -9.16

Last column: natural (NBO) charge in e.
Cartesian coordinates (Å):
C1 1.00 -0.12 -2.25  -0.7971
C2 0.19 -0.84 -1.60  0.7217
O1 -0.38 -1.62 -0.98  -0.4526
H1 0.65 0.54 -3.03  0.2586
H2 2.03 -0.38 -2.43  0.2686
O2 5.03 -0.18 0.93  -0.4911
C3 4.08 -0.71 1.27  1.0275
O3 3.06 -1.21 1.56  -0.5362
F1 1.90 1.14 0.31  -0.5634
H3 1.83 0.91 1.26  0.5638

*Q*
Computed, not measured: C3H3FO3 as an isolated structure, with wB97M-V/def2-TZVPD.

Output
Gap between HOMO and LUMO in eV: 11.1
HOMO energy in eV: -10.53

Last column: natural (NBO) charge in e.
Cartesian coordinates (Å):
C1 -1.43 -0.29 1.57  -0.5635
C2 -0.26 0.01 1.17  0.3923
C3 0.12 0.31 -0.79  0.7456
O1 -0.64 0.65 -1.68  -0.6004
O2 2.14 -0.03 -1.92  -0.3860
O3 1.37 -0.01 -0.78  -0.2492
F1 0.86 0.25 1.81  -0.3095
H1 -1.60 -0.70 2.62  0.2442
H2 -2.04 -0.50 0.67  0.2528
H3 1.47 0.30 -2.67  0.4738

*R*
Computed, not measured: a 2-piece molecular cluster, C3H3FO3 overall, with wB97M-V/def2-TZVPD.

Output
Gap between HOMO and LUMO in eV: 10.0
HOMO energy in eV: -9.42

Last column: natural (NBO) charge in e.
Cartesian coordinates (Å):
C1 0.87 0.46 -0.71  -0.6359
C2 0.97 0.19 0.59  0.6895
O1 1.93 -0.41 1.27  -0.6687
F1 -0.02 0.70 1.42  -0.3538
H1 -0.15 0.77 -1.07  0.2249
H2 1.38 -0.12 -1.49  0.2282
H3 1.83 -0.30 2.26  0.5114
O2 -2.23 0.25 -1.67  -0.5144
C3 -2.26 -0.43 -0.76  1.0288
O3 -2.32 -1.11 0.17  -0.5101

Most stable structure: *R*

*P*
Computed, not measured: C17H22N2O4SeW as an isolated structure, with wB97M-V/def2-TZVPD.

Output
Gap between HOMO and LUMO in eV: 5.7
Net charge: +4
HOMO energy in eV: -22.12

Last column: natural (NBO) charge in e.
Cartesian coordinates (Å):
W1 -0.27 0.03 0.18  1.6931
C1 -2.74 0.91 3.26  -0.6178
C2 -2.29 -0.54 3.13  -0.2775
C3 -3.42 -1.52 3.57  -0.5886
C4 -1.96 -0.97 1.74  0.1046
C5 -1.01 -2.00 1.50  -0.2218
C6 -0.79 -2.51 0.21  -0.1932
C7 -1.49 -2.02 -0.93  0.1368
C8 -1.40 -2.70 -2.25  -0.6950
C9 -2.33 -0.89 -0.71  -0.2569
C10 -2.56 -0.39 0.59  -0.1832
H1 -2.79 1.18 4.31  0.2940
H2 -3.73 1.08 2.85  0.2458
H3 -2.05 1.62 2.78  0.1705
H4 -1.41 -0.74 3.76  0.2539
H5 -4.31 -1.40 2.95  0.2349
H6 -3.69 -1.26 4.60  0.2904
H7 -3.10 -2.56 3.56  0.2399
H8 -0.43 -2.41 2.33  0.3175
H9 -0.08 -3.33 0.09  0.3128
H10 -0.45 -3.22 -2.39  0.2721
H11 -1.63 -2.04 -3.09  0.2773
H12 -2.18 -3.48 -2.23  0.3373
H13 -2.83 -0.42 -1.56  0.3204
H14 -3.22 0.46 0.71  0.3133
O1 1.20 2.49 3.10  -0.2482
C11 0.81 1.98 2.14  0.8026
O2 0.63 0.74 1.76  -0.6608
C12 0.61 3.09 0.86  0.7091
O3 0.94 3.99 0.30  -0.1752
O4 -0.63 1.59 -0.35  -0.5302
C13 1.14 1.35 -3.93  -0.4206
N1 2.31 1.33 -3.03  -0.2786
C14 3.47 2.01 -3.27  0.0246
C15 4.37 1.63 -2.30  0.0086
N2 3.74 0.73 -1.50  -0.2732
C16 4.41 0.06 -0.36  -0.4207
C17 2.48 0.56 -1.94  0.1514
Se1 1.31 -0.88 -1.43  0.4221
H15 1.21 2.24 -4.55  0.2828
H16 0.23 1.41 -3.34  0.2126
H17 1.16 0.47 -4.56  0.2589
H18 3.57 2.69 -4.09  0.2972
H19 5.39 1.92 -2.14  0.2991
H20 4.37 0.69 0.52  0.2432
H21 5.45 -0.10 -0.64  0.2873
H22 3.96 -0.91 -0.18  0.2279

*Q*
Computed, not measured: C17H22N2O4SeW as an isolated structure, with wB97M-V/def2-TZVPD.

Output
Gap between HOMO and LUMO in eV: 5.2
Net charge: +4
HOMO energy in eV: -22.18

Last column: Löwdin charge in e.
Cartesian coordinates (Å):
W1 0.56 -0.33 -0.42  1.6131
C1 -0.70 -4.08 2.07  0.0133
C2 -0.86 -2.68 1.43  -0.3740
C3 -1.98 -2.68 0.38  -0.0448
C4 0.48 -2.30 0.84  -0.3388
C5 0.84 -2.74 -0.46  -0.0448
C6 2.10 -2.46 -1.02  0.0387
C7 3.08 -1.75 -0.30  -0.2079
C8 4.46 -1.57 -0.81  0.0433
C9 2.69 -1.24 0.97  0.0444
C10 1.43 -1.50 1.53  -0.0624
H1 -1.67 -4.38 2.48  0.1217
H2 0.03 -4.08 2.89  0.1078
H3 -0.40 -4.82 1.32  0.1095
H4 -1.08 -1.97 2.24  0.1422
H5 -2.06 -3.64 -0.13  0.1143
H6 -1.84 -1.92 -0.42  0.0484
H7 -2.94 -2.47 0.85  0.1151
H8 0.13 -3.36 -1.01  0.1683
H9 2.33 -2.86 -2.01  0.1735
H10 4.89 -0.61 -0.53  0.1229
H11 4.54 -1.74 -1.88  0.1192
H12 5.08 -2.33 -0.31  0.1554
H13 3.40 -0.65 1.55  0.1746
H14 1.20 -1.14 2.53  0.1686
O1 1.17 0.94 -4.15  0.4059
C11 1.25 0.78 -3.03  -0.2301
O2 0.42 -0.22 -2.22  -0.1994
C12 2.17 1.51 -1.97  -0.2860
O3 2.98 2.29 -2.18  0.3800
O4 1.83 0.98 -0.63  -0.2330
C13 -4.17 1.92 -0.32  0.0577
N1 -3.07 2.89 -0.10  -0.0843
C14 -3.21 4.23 -0.19  0.0795
C15 -1.99 4.80 0.09  0.0777
N2 -1.12 3.79 0.34  -0.0806
C16 0.30 4.01 0.71  0.0573
C17 -1.78 2.62 0.20  -0.5404
Se1 -1.18 0.90 0.61  1.0491
H15 -5.10 2.46 -0.21  0.1266
H16 -4.13 1.14 0.44  0.0935
H17 -4.10 1.51 -1.33  0.1217
H18 -4.16 4.69 -0.43  0.1763
H19 -1.70 5.84 0.15  0.1763
H20 0.35 4.91 1.31  0.1305
H21 0.89 4.13 -0.20  0.1138
H22 0.64 3.17 1.31  0.0867

Most stable structure: *P*

*P*
Computed, not measured: a 2-piece molecular cluster, C6H7O overall, with wB97M-V/def2-TZVPD.

Output
Gap between HOMO and LUMO in eV: 9.2
Net charge: +1
HOMO energy in eV: -15.27

Last column: natural (NBO) charge in e.
Cartesian coordinates (Å):
C1 -0.13 -1.45 -1.30  -0.0403
C2 0.63 -1.30 -0.15  -0.3906
C3 -0.78 -0.09 -1.44  0.1651
C4 0.43 -0.02 0.31  0.4764
C5 -1.55 0.41 -2.43  -0.1904
C6 0.95 0.96 2.27  -0.3796
O1 -0.45 0.65 -0.36  -0.3987
H1 -0.09 -2.37 -1.82  0.2688
H2 1.30 -2.00 0.46  0.2860
H3 -1.84 1.38 -2.19  0.2400
H4 -1.68 -0.23 -3.40  0.2719
H5 0.38 0.29 2.92  0.2276
H6 0.54 1.93 2.05  0.2190
H7 2.10 0.94 2.32  0.2447

*Q*
Computed, not measured: a 2-piece molecular cluster, C6H7O overall, with wB97M-V/def2-TZVPD.

Output
Gap between HOMO and LUMO in eV: 9.1
Net charge: +1
HOMO energy in eV: -15.13

Last column: natural (NBO) charge in e.
Cartesian coordinates (Å):
C1 1.24 1.18 -0.10  -0.0424
C2 -0.15 1.36 0.04  -0.3792
C3 1.44 -0.29 -0.03  0.1681
C4 -0.66 0.06 -0.01  0.4737
C5 2.60 -0.99 0.07  -0.1741
C6 -2.81 -0.51 -0.05  -0.3940
O1 0.25 -0.91 0.02  -0.3997
H1 1.84 2.05 -0.16  0.2654
H2 -0.77 2.28 0.11  0.2862
H3 2.41 -1.96 0.38  0.2343
H4 3.60 -0.50 -0.14  0.2646
H5 -3.14 -0.50 -1.12  0.2400
H6 -3.15 0.29 0.57  0.2149
H7 -2.71 -1.56 0.42  0.2424

Most stable structure: *Q*